Density functional theory data (the ωB97M-V functional and the def2-TZVPD basis) for a structure of composition C8H8As2N5O6S8Tc.

Results
highest occupied orbital energy = -7.99 eV
HOMO-LUMO gap = 7.23 eV
E_LUMO = -0.02786 Eh
net charge = 0
spin multiplicity = 1
ΔE to the lowest compared entry with this formula, charge and spin = 0.0 kcal/mol
energy = -8772.71806 Ha

Geometry (Å):
Tc: 0.926 -0.900 0.661
S: 1.563 -1.382 4.850
C: 1.422 -0.306 3.771
S: 1.276 0.783 2.652
S: 0.090 -2.828 1.854
O: -0.705 -2.872 -1.431
As: -2.434 -0.465 0.084
O: -3.355 -1.769 -0.139
O: -1.101 -0.414 1.098
C: -3.386 1.172 0.174
C: -4.765 1.212 0.316
C: -5.420 2.434 0.259
C: -4.697 3.599 0.033
C: -3.322 3.563 -0.147
C: -2.677 2.343 -0.075
S: -0.519 1.351 -1.324
O: -1.520 0.194 -1.507
O: -1.298 2.314 -0.206
O: 0.614 0.911 -0.480
H: -0.551 -3.822 -1.187
H: -5.309 0.289 0.468
H: -6.494 2.478 0.380
H: -5.211 4.551 -0.014
H: -2.748 4.459 -0.339
S: 4.047 -3.582 -1.316
As: 2.113 -3.820 -0.670
S: 0.716 -2.079 -1.327
S: 2.030 -2.871 1.472
S: 0.925 -5.491 -0.817
N: 5.119 0.726 -2.270
N: 4.467 0.215 -1.164
N: 5.124 -0.238 -0.123
C: 4.128 -0.697 0.618
N: 2.944 -0.500 0.030
N: 3.188 0.093 -1.134
H: 6.015 1.071 -1.953
H: 4.539 1.455 -2.666
H: 4.265 -1.175 1.570